151
Properties=species:S:1:pos:R:3:forces:R:3 method="wB97M-V/def2-TZVPD" total_charge=-1 homo_ev=-3.94 largest_force_ha_per_bohr=0.059 gap_ev=5.34
C 1.9530 4.0364 0.6555 1.610 -0.654 0.380
H -0.4981 -3.3092 -6.5043 0.060 0.019 -0.051
C -6.0732 3.9201 -0.3337 -0.089 -0.427 -0.704
H -2.1937 -1.5766 -6.0292 0.095 0.106 -0.248
C -4.3526 1.9952 7.2021 -1.512 2.170 0.078
O -1.7798 -2.9552 3.3911 0.295 0.276 0.371
C -0.2627 -5.1195 4.2125 0.071 -1.398 0.820
H 0.3855 -3.2058 -1.4596 0.013 -0.131 0.184
C -1.2033 -1.5006 -5.5983 -0.306 0.006 0.220
H 0.6642 -0.0228 -1.2859 -0.371 -0.348 0.153
H 1.2711 2.4057 4.8230 -0.387 -0.324 0.147
O 0.9892 4.8267 3.4975 0.192 0.915 -1.034
C -5.3672 2.7416 -0.5394 0.443 0.446 1.020
O -6.0628 -1.8782 -2.4641 0.779 -0.364 0.313
H -4.0894 -0.1155 -1.1461 -0.204 0.169 -0.293
O -4.1265 1.0138 6.2374 -0.264 -1.118 -1.465
H 3.3892 -0.6385 -1.7707 -0.069 -0.065 0.189
H 0.8279 1.4097 -0.3652 0.393 -0.094 0.311
H 4.6953 2.5874 -4.3370 -0.020 0.756 -0.363
H -0.7535 0.8275 5.2312 0.073 -0.008 0.091
C -0.1851 3.1606 -3.0085 0.716 0.659 -0.941
O -3.0866 2.5441 4.4828 -0.644 -0.396 0.421
H 8.5161 1.5555 -1.8695 0.102 -0.372 -0.288
H 7.3016 0.2276 -2.0331 0.134 0.002 -0.061
H -4.3275 2.9807 6.7231 0.606 -0.020 0.061
H 6.9059 2.9125 -0.6747 -0.676 -0.042 0.294
O 4.4573 2.1663 -1.8892 0.352 -1.754 1.118
C 0.6456 3.7753 -4.1473 -1.154 0.860 1.156
H 0.3660 -6.5565 -4.2647 0.133 -0.310 0.089
H 4.1443 -1.7156 1.9064 0.110 -0.750 0.171
H -5.9823 -4.1957 -4.0148 -0.093 0.056 -0.043
O -1.3306 -5.9472 -1.4819 -0.218 0.791 1.178
C 6.9559 1.8285 -0.5250 1.729 0.654 -0.763
H -1.7831 0.2037 -4.5367 0.362 0.424 0.262
H -5.9066 1.8629 -0.8657 0.195 -0.150 -0.044
S 4.4155 1.1970 -0.7902 -0.423 1.801 0.794
H 0.3232 -6.9557 3.2040 0.546 -0.124 0.350
S 2.6957 3.3284 -5.5895 0.155 -1.944 1.163
O 5.8033 1.2701 0.0592 -1.094 -0.406 -0.718
H -6.6140 2.4285 7.3103 0.374 0.176 -0.412
H -3.3600 -3.6364 -4.7510 -0.223 -0.184 -0.097
H -0.7406 -3.7298 -2.6425 -0.636 -0.395 0.151
H -5.4017 -4.0970 -5.6966 -0.070 -0.299 0.150
H 1.5966 -3.2971 -5.3081 0.396 0.280 0.069
C 1.6166 1.6864 4.0874 2.033 0.482 -0.589
C 4.0875 2.2251 -5.1629 -0.712 -0.554 0.018
H -5.6974 2.3047 8.8310 -0.173 0.248 -0.059
H 5.6493 -2.2897 2.8352 -0.618 -0.415 0.055
H -1.3181 -6.1687 -3.9387 0.452 0.701 0.112
O 3.7375 0.3885 3.3018 -0.347 1.620 0.596
C 7.4578 1.2932 -1.8844 -0.327 0.796 0.769
H 3.7114 1.2903 -4.7420 -0.530 0.044 -0.390
S -1.0639 -4.7080 -0.3906 -1.388 -0.405 -2.278
H -0.9596 -7.7209 -3.7950 0.877 -0.503 0.366
H 2.0773 -1.4409 -3.6111 0.052 -0.279 0.000
O 3.6453 1.1595 5.7234 0.332 0.083 -0.890
C 0.4722 -2.6450 2.0627 0.694 0.684 1.599
C -5.3803 5.0444 0.0474 0.226 0.974 0.248
O -3.9153 -3.1559 -2.9208 -1.210 0.171 0.861
H 0.2755 -3.5095 1.4370 -0.362 0.277 0.659
O 3.3946 1.3829 0.2083 0.868 -0.511 -0.819
H 3.9201 3.8636 1.6697 -0.362 -0.297 -0.010
C -1.5464 0.9170 5.9641 -0.951 0.396 -0.144
C -0.1912 -6.4363 -2.1393 1.808 -0.893 -0.236
C -0.9485 -0.4673 -4.6949 -0.700 -0.775 -0.581
C 1.1593 -1.4864 -4.1833 0.185 0.904 -0.318
H 0.2323 -7.3033 -1.6163 -0.533 -0.177 0.101
C 0.5050 -5.8859 3.1265 -1.977 1.040 -0.708
O 1.8989 2.7847 -6.6842 1.306 1.075 1.075
H 0.3932 3.2922 -2.0962 -0.088 -0.565 0.150
O -1.3904 -0.9180 0.4081 0.043 -0.164 -0.719
H -2.1530 1.1187 1.8628 -0.120 -0.039 -0.252
H -0.2300 -5.7196 5.1280 0.550 0.552 0.411
C -0.4618 -6.7674 -3.5937 -1.935 0.413 -0.495
C -3.3022 3.7999 0.2264 -0.723 0.963 -0.589
H 1.2740 0.6572 4.0784 -0.315 0.048 0.482
H 1.8774 3.0605 1.1400 -1.053 0.231 0.286
H 5.2385 -0.4494 4.4506 0.138 0.182 -0.409
O 0.0823 -5.0797 0.3899 0.083 -0.073 -0.994
C 0.5057 0.3611 -0.2684 0.157 1.144 -0.825
C -0.9673 0.3594 0.1627 -0.120 -1.756 0.835
H 0.2338 -1.7022 1.5690 -0.302 -0.043 -0.264
O 1.0161 5.0399 0.9806 -1.053 0.277 0.721
H -3.9656 -2.0190 -4.6048 -0.337 -0.017 -0.268
H -3.5385 1.7132 -0.3172 0.421 0.203 0.195
S 3.4276 1.6149 4.3676 -1.522 -0.742 -0.300
S -4.7628 -2.1666 -1.8970 1.689 0.342 -0.276
C -0.6748 -3.4440 -1.5964 1.548 0.798 0.334
C -5.7864 1.9324 7.8087 0.940 -1.315 0.577
H 7.7606 1.7189 0.2047 -0.356 -0.390 0.238
H -5.8367 6.0245 0.1361 -0.358 -0.189 -0.004
C -1.1538 1.2038 1.4418 0.481 0.571 -0.413
O -4.5643 -2.6951 -0.5867 -0.814 -0.340 -0.719
H 3.8191 -1.3431 4.4405 -0.298 -0.318 -0.734
H 5.1042 -0.5747 -2.1922 0.035 0.051 0.041
H 5.6346 -0.9101 1.8488 -0.031 0.844 0.622
C 4.4394 -0.7500 3.7563 1.393 0.141 1.193
O 3.1908 4.6715 -5.5369 -0.373 0.025 -0.776
H 0.8397 4.8224 -3.8947 0.310 -0.060 -0.075
H -1.5388 0.8043 -0.6863 -0.018 0.542 -0.044
H -6.2359 -2.7518 -5.0623 -0.027 0.154 0.594
O 0.2816 -3.8269 4.4695 -0.305 1.186 -0.248
C -4.1859 -3.0579 -4.3341 0.801 0.758 0.650
H 1.1767 -0.2073 0.3775 -0.149 0.227 0.314
H 3.9396 5.0686 0.4352 -0.437 0.392 -0.145
C -3.7020 -0.7381 -1.9568 -0.594 0.120 0.616
C 4.3931 -0.4970 -1.3703 0.067 0.585 -0.652
H -1.3736 1.6977 6.7037 0.004 0.269 -0.280
C -5.5477 -3.5402 -4.7647 0.092 -0.291 -1.065
H 6.9941 1.9125 -2.6493 -0.101 -0.498 -0.328
C 4.9975 -1.4641 2.5443 -0.271 -0.125 -0.523
H 0.0786 3.8031 -5.0793 0.316 -0.507 -0.200
C 3.2891 4.6029 1.1776 0.895 -0.200 -0.079
H -0.9156 2.2605 1.2479 -0.086 0.078 0.165
O -3.1282 0.0658 4.1482 -1.221 0.300 0.137
H -2.7160 -0.9974 -1.5673 0.174 -0.307 -0.142
H -0.3805 2.1305 -3.2932 -0.191 -0.021 0.573
H -2.2309 3.8192 0.3586 -0.012 -0.279 0.287
O -0.1292 -1.3779 4.3538 0.718 0.061 0.228
H 1.5058 -2.6986 2.4158 0.181 0.183 -0.272
C -0.2713 -2.4911 -5.8328 0.063 0.286 -0.021
C -3.9966 2.6866 -0.1902 -1.007 -1.052 -0.772
H 1.9248 3.8092 -0.4065 0.019 0.495 -0.092
S -3.0755 1.2037 4.9996 2.603 -0.264 1.555
H 1.5030 2.1173 3.0943 -0.131 -0.031 0.024
H -3.6269 1.9595 8.0164 0.144 -0.230 -0.152
S -0.4204 -2.5717 3.6303 -0.899 -2.105 -1.502
H -1.1041 3.7300 -2.8776 -0.137 -0.152 -0.128
H -0.4685 0.8650 2.2264 0.052 -0.212 -0.119
S 1.3573 5.7069 2.4171 1.062 -2.054 -0.387
O 4.0731 2.8148 3.9007 -0.141 -0.755 0.095
H -3.5162 5.9156 0.5690 0.031 -0.019 0.002
H 0.6857 -5.7787 -2.0951 -0.475 0.615 0.002
O 1.8830 3.0532 -4.2152 0.160 0.134 -1.154
C -4.0272 5.0003 0.2940 0.884 -0.299 0.339
O 2.9607 5.5693 2.1882 -1.037 0.793 0.332
H -3.7332 -0.2309 -2.9162 0.021 -0.020 -0.024
H -1.1507 -2.4895 -1.3651 -0.507 -0.163 0.404
C 0.2328 -0.4565 -3.9889 -0.030 -0.109 0.218
O -2.3208 -4.4509 0.2169 0.515 -0.409 -0.016
H 4.6392 1.9752 -6.0654 0.091 0.336 -0.026
C 0.9461 -2.4423 -5.1631 -0.402 -0.820 0.412
H 1.5328 -5.5476 3.0378 0.188 -0.395 0.248
H -1.6899 -0.0130 6.5082 0.017 -0.178 -0.310
H 4.6366 -1.2225 -0.6005 -0.139 0.280 0.277
H -1.3422 -5.0624 4.0697 0.123 0.245 -0.688
O 0.9264 7.0545 2.3927 0.151 0.013 0.016
H 0.3742 0.3118 -3.2401 0.285 -0.183 -0.036
H -7.1303 3.9868 -0.5612 -0.012 -0.091 0.046
H -0.0146 -5.6156 2.1994 0.669 -0.241 0.351
H -6.0508 0.8780 7.9272 -0.117 0.005 -0.066